Entry 1:
{
  "formula": "C48H72O24",
  "method": "the ωB97M-V functional and the def2-TZVPD basis",
  "spin_multiplicity": 1,
  "charge": 0,
  "e_lumo_ev": -0.7,
  "e_tot_ha": -3678.0460,
  "smiles": "O=C1CCCO1.O=C1CCCO1.O=C1CCCO1.O=C1CCCO1.O=C1CCCO1.O=C1CCCO1.O=C1CCCO1.O=C1CCCO1.O=C1CCCO1.O=C1CCCO1.O=C1CCCO1.O=C1CCCO1",
  "homo_ha": -0.3733,
  "symbols": ["O", "C", "C", "C", "C", "O", "H", "H", "H", "H", "H", "H", "O", "C", "C", "C", "C", "O", "H", "H", "H", "H", "H", "H", "O", "C", "C", "C", "C", "O", "H", "H", "H", "H", "H", "H", "O", "C", "C", "C", "C", "O", "H", "H", "H", "H", "H", "H", "O", "C", "C", "C", "C", "O", "H", "H", "H", "H", "H", "H", "O", "C", "C", "C", "C", "O", "H", "H", "H", "H", "H", "H", "O", "C", "C", "C", "C", "O", "H", "H", "H", "H", "H", "H", "O", "C", "C", "C", "C", "O", "H", "H", "H", "H", "H", "H", "O", "C", "C", "C", "C", "O", "H", "H", "H", "H", "H", "H", "O", "C", "C", "C", "C", "O", "H", "H", "H", "H", "H", "H", "O", "C", "C", "C", "C", "O", "H", "H", "H", "H", "H", "H", "O", "C", "C", "C", "C", "O", "H", "H", "H", "H", "H", "H"],
  "xyz": [[0.926857, 12.113220, 8.585103], [0.880843, 12.481166, 9.715943], [0.008228, 12.039436, 10.888259], [0.670652, 12.718622, 12.085608], [1.986469, 13.307809, 11.576274], [1.889715, 13.317705, 10.149699], [-0.958800, 12.517548, 10.707545], [-0.188493, 10.973653, 10.917828], [0.071926, 13.540414, 12.479995], [0.842201, 12.030926, 12.913220], [2.075474, 14.343613, 11.893914], [2.789085, 12.692790, 11.981541], [7.335091, 13.622485, 6.367406], [6.300255, 13.531918, 6.969787], [5.383046, 14.676515, 7.343111], [4.083063, 13.927362, 7.727200], [4.699110, 12.675849, 8.356687], [5.961326, 12.454672, 7.687473], [5.908376, 15.180281, 8.157968], [5.225871, 15.396995, 6.547591], [3.387313, 14.507250, 8.329732], [3.450414, 13.665751, 6.875390], [4.863403, 12.856450, 9.417689], [4.120396, 11.797871, 8.081152], [5.431021, 14.091187, 12.209591], [5.217205, 15.120015, 11.618724], [5.948811, 16.412064, 11.737395], [5.329760, 17.288894, 10.626184], [4.080405, 16.498776, 10.167952], [4.238772, 15.193793, 10.706430], [5.795437, 16.900113, 12.700047], [7.011961, 16.314824, 11.539665], [5.092579, 18.290470, 10.991143], [6.043274, 17.524248, 9.835166], [3.155492, 16.932749, 10.547053], [4.110353, 16.535194, 9.081370], [8.117443, 10.133168, 9.907198], [7.144947, 9.891437, 10.559601], [6.877359, 9.665852, 12.063130], [5.549417, 10.416566, 12.237687], [4.919935, 10.258286, 10.825096], [5.933666, 9.830976, 9.947673], [6.770634, 8.616298, 12.326373], [7.774040, 10.096602, 12.509320], [4.927067, 10.015408, 13.033073], [5.740857, 11.464137, 12.478794], [4.204351, 9.428702, 10.853850], [4.375826, 11.150160, 10.526246], [4.029795, 9.352116, 16.338977], [3.930670, 10.497650, 16.028248], [4.200274, 11.704995, 16.883383], [3.693051, 12.871201, 16.026818], [3.488106, 12.274607, 14.638436], [3.384075, 10.846283, 14.815100], [3.620137, 11.531051, 17.788066], [5.252160, 11.699473, 17.167165], [2.718949, 13.158294, 16.421015], [4.354937, 13.732057, 15.997254], [2.532269, 12.646658, 14.275310], [4.317989, 12.381535, 13.940597], [8.342011, 13.424119, 14.750561], [8.066353, 14.572680, 14.951768], [7.001537, 15.078031, 15.939277], [7.499286, 16.475503, 16.190103], [8.255720, 16.848909, 14.911362], [8.715117, 15.590098, 14.379744], [6.017181, 15.100915, 15.466205], [6.966227, 14.466925, 16.835145], [6.862863, 17.354198, 16.326397], [8.228402, 16.457283, 17.003418], [7.612188, 17.278449, 14.142590], [9.007007, 17.575853, 15.212179], [8.416969, 16.546236, 8.977795], [8.598201, 15.391108, 9.261676], [9.822202, 14.549357, 9.034994], [9.339033, 13.129044, 9.396878], [8.065699, 13.329175, 10.190588], [7.619384, 14.676760, 9.862962], [10.118369, 14.481714, 7.990130], [10.712238, 14.804232, 9.606418], [9.122616, 12.563526, 8.493148], [10.003869, 12.517233, 10.006619], [7.378855, 12.585234, 9.790038], [8.120231, 13.256443, 11.275065], [0.522928, 18.912279, 6.140541], [1.710149, 18.757710, 6.033260], [2.482563, 17.446380, 6.101189], [3.869508, 17.957261, 6.479508], [3.932618, 19.362146, 5.880574], [2.544963, 19.805037, 6.002492], [2.054174, 16.785977, 6.841773], [2.553930, 17.045570, 5.089436], [4.052539, 18.091163, 7.549904], [4.655335, 17.270879, 6.168747], [4.535519, 20.102982, 6.390095], [4.101902, 19.392669, 4.802574], [10.200759, 22.037240, 6.541742], [9.403191, 21.154048, 6.604730], [8.473299, 20.885329, 7.779266], [7.477668, 19.877362, 7.232454], [8.260210, 19.252832, 6.050604], [9.331367, 20.126765, 5.734267], [9.040367, 20.486185, 8.617399], [8.022500, 21.852037, 8.002514], [7.191809, 19.054987, 7.888776], [6.595478, 20.293485, 6.754331], [8.628355, 18.244185, 6.229652], [7.529574, 19.230046, 5.238978], [-2.727602, 16.023106, 6.764244], [-1.846641, 16.120767, 7.562436], [-2.002349, 16.285920, 9.055108], [-0.610003, 15.957272, 9.573539], [0.243776, 16.333429, 8.367568], [-0.544880, 16.157392, 7.186646], [-2.369767, 17.292825, 9.266657], [-2.750363, 15.617299, 9.475456], [-0.164719, 16.457123, 10.432454], [-0.600544, 14.879156, 9.750162], [0.512240, 17.394932, 8.427925], [1.203701, 15.814473, 8.359205], [6.603306, 24.610535, 10.902279], [6.179586, 23.495522, 10.942993], [6.962480, 22.236674, 11.212579], [5.866730, 21.199616, 11.478471], [4.615072, 21.802194, 10.848629], [4.890409, 23.210423, 10.691330], [7.462351, 22.047017, 10.259877], [7.724798, 22.333363, 11.976575], [6.077691, 20.275316, 10.941963], [5.721981, 21.039262, 12.545587], [4.345060, 21.370998, 9.882553], [3.691304, 21.768366, 11.423623], [2.335216, 19.630465, 10.144665], [1.674710, 19.989514, 11.082464], [0.983180, 19.130447, 12.112099], [-0.155120, 20.036959, 12.629846], [0.189933, 21.449065, 12.110326], [1.282579, 21.262970, 11.182078], [0.613140, 18.203892, 11.677861], [1.666392, 18.792854, 12.892308], [-1.140812, 19.716697, 12.303739], [-0.173331, 20.017218, 13.719091], [-0.575159, 21.785920, 11.408141], [0.345175, 22.228145, 12.849732]],
  "forces_ev_per_angstrom": [[-0.92, 0.02, -0.33], [1.70, -0.79, 0.19], [-0.36, 1.47, -0.48], [-0.32, -0.13, 0.60], [-0.81, 0.08, 0.23], [-0.24, -0.32, 0.46], [-0.10, -0.21, -0.04], [0.43, -0.10, -0.01], [-0.29, -0.19, -0.08], [-0.01, -0.04, -0.05], [0.39, -0.07, 0.10], [0.52, 0.25, -0.69], [-0.18, -0.36, -0.34], [1.17, 1.18, 0.82], [-1.21, -0.35, -0.80], [0.49, 0.55, -0.12], [-0.72, 0.05, -0.63], [-0.25, -0.02, -0.13], [-0.29, -0.04, 0.24], [0.29, -0.13, -0.19], [0.33, -0.26, 0.62], [0.52, -0.06, -0.37], [0.08, -0.40, 0.05], [-0.18, -0.11, 0.80], [-0.14, 0.17, 0.05], [0.48, -0.82, 0.30], [-0.07, 1.49, -0.83], [0.02, 0.65, 0.56], [1.02, 1.33, 0.07], [-0.31, -0.31, -0.41], [-0.01, -0.39, 0.20], [0.02, -0.42, 0.33], [-0.43, -0.19, 0.19], [-0.03, -0.70, -0.22], [-0.05, -0.03, -0.10], [-0.51, -0.71, -0.03], [0.34, -0.35, 0.80], [-0.73, -0.51, -0.23], [0.93, 0.98, -0.72], [0.58, 0.13, -0.25], [-1.16, -1.32, 1.59], [0.02, 1.02, -0.78], [0.22, -0.11, -0.28], [-0.35, -0.09, 0.72], [-0.06, -0.14, -0.12], [0.02, 0.04, -0.19], [-0.18, 0.21, 0.02], [0.37, 0.10, -0.43], [0.30, -0.20, 0.03], [-0.85, -0.61, -0.43], [0.05, -0.05, -0.35], [0.19, -0.19, 0.50], [-0.02, -0.55, 0.12], [0.17, 0.30, 0.74], [0.06, 0.22, 0.09], [0.03, 0.21, -0.13], [0.07, 0.30, -0.04], [-0.05, 0.03, 0.11], [0.20, -0.14, -0.55], [-0.16, 0.72, -0.02], [-0.08, 0.25, -0.27], [-0.50, -1.13, 0.77], [-0.12, 0.58, -0.38], [0.71, 1.26, -0.15], [-0.69, -0.52, 0.26], [0.74, 0.84, -0.09], [0.09, -0.28, -0.17], [0.00, -0.18, -0.12], [-0.66, -0.66, 0.56], [-0.10, 0.08, 0.05], [-0.04, 0.17, 0.10], [0.66, -0.41, -0.68], [-0.05, 0.09, -0.01], [0.04, 0.33, -0.02], [0.23, -1.83, -0.10], [0.42, -0.19, 0.49], [-0.39, -0.14, -0.61], [0.03, -0.30, -0.07], [-0.12, 0.74, -0.09], [-0.27, 0.59, 0.17], [-0.08, 0.02, 0.01], [0.35, 0.22, -0.23], [-0.57, 0.38, 0.33], [0.23, 0.04, 0.00], [0.33, -0.13, -0.31], [-1.04, -0.14, 1.00], [0.79, 1.26, -0.10], [1.12, 0.02, 0.38], [-1.49, -0.19, -0.66], [0.60, 0.30, -0.12], [-0.12, -0.21, -0.44], [-0.37, -0.42, 0.14], [-0.54, -0.17, 0.12], [0.12, 0.29, -0.35], [0.12, -0.14, 0.12], [0.55, -0.17, 0.05], [-0.04, 0.18, -0.51], [0.70, -0.68, 1.18], [-0.96, 0.48, -0.54], [0.57, -0.92, -0.52], [-0.98, -0.20, -0.02], [0.00, 0.29, -0.53], [0.13, 0.19, 0.01], [0.05, -0.11, 0.46], [-0.08, 0.31, 0.30], [-0.09, 0.49, 0.58], [0.19, 0.11, 0.11], [0.57, -0.22, -0.46], [-0.09, -0.12, -0.03], [-0.59, 0.21, -0.74], [0.01, 0.09, 0.91], [0.32, -0.23, -0.58], [0.63, 0.72, 0.42], [0.21, -0.53, 0.88], [0.26, 0.11, -0.14], [-0.12, -0.07, -0.34], [-0.58, 0.10, 0.25], [0.33, 0.01, 0.02], [-0.18, 0.07, -0.03], [-0.30, -0.53, -0.43], [0.06, 0.27, 0.00], [0.29, 0.47, 0.21], [-0.59, -0.35, -0.45], [0.10, -0.28, -0.36], [-0.47, 0.70, -0.18], [-0.14, -0.21, -0.10], [0.14, -0.19, 0.09], [-0.08, 0.19, 0.09], [0.12, -0.22, 0.49], [0.10, -0.19, -0.02], [0.31, 0.11, -0.10], [0.24, -0.23, 0.31], [0.59, -0.28, 0.41], [-0.68, -0.36, -1.04], [-0.55, 0.05, 0.34], [0.49, -0.01, 0.87], [-0.84, -0.70, -1.49], [0.59, 0.52, 0.82], [0.03, 0.14, -0.35], [0.14, 0.36, 0.07], [0.07, -0.02, -0.22], [-0.07, 0.07, 0.00], [-0.36, 0.21, 0.55], [0.58, -0.15, 0.04]]
}

---

Entry 2:
{
  "formula": "C5H2O",
  "method": "the ωB97M-V functional and the def2-TZVPD basis",
  "spin_multiplicity": 1,
  "charge": 0,
  "e_lumo_ev": -1.1,
  "e_tot_ha": -266.7627,
  "smiles": "C#CC#CC=O",
  "homo_ha": -0.3722,
  "symbols": ["C", "C", "C", "C", "C", "O", "H", "H"],
  "xyz": [[2.326344, -0.322952, 0.361683], [1.310181, -0.072612, -0.239983], [0.153723, 0.212286, -0.905126], [-1.026885, 0.405624, -1.176745], [-1.853284, 0.169101, 0.062115], [-3.030685, 0.265514, 0.228176], [3.273305, -0.522154, 0.806565], [-1.152698, -0.134804, 0.863316]],
  "forces_ev_per_angstrom": [[-0.29, 0.14, -0.43], [0.92, -0.01, -0.31], [0.28, 0.17, -0.67], [0.59, -0.31, 0.93], [-0.92, -0.04, 0.36], [0.22, 0.07, -0.32], [-0.12, -0.04, 0.16], [-0.69, 0.01, 0.28]]
}

---

Entry 3:
{
  "formula": "C4H8O4",
  "method": "the ωB97M-V functional and the def2-TZVPD basis",
  "spin_multiplicity": 1,
  "charge": 0,
  "e_lumo_ev": 0.5,
  "e_tot_ha": -458.1839,
  "smiles": "C/C=C/O.O=C(O)O",
  "homo_ha": -0.3440,
  "symbols": ["C", "C", "C", "O", "H", "H", "H", "H", "H", "H", "O", "C", "O", "O", "H", "H"],
  "xyz": [[3.030520, -0.514171, -0.184815], [1.714612, 0.180775, -0.281524], [0.901703, 0.367764, 0.743450], [-0.309280, 1.006131, 0.688011], [3.833559, 0.151891, -0.498963], [3.047382, -1.383766, -0.840927], [3.222317, -0.839196, 0.833896], [1.435250, 0.542884, -1.263772], [1.118272, 0.032376, 1.746143], [-0.489072, 1.288854, -0.220106], [-4.285496, -0.889568, -0.222163], [-3.237105, -0.366601, -0.003471], [-2.588113, -0.404102, 1.131914], [-2.570644, 0.353253, -0.949522], [-1.741532, 0.108998, 1.091771], [-3.082373, 0.364479, -1.769921]],
  "forces_ev_per_angstrom": [[-0.05, 0.04, -0.03], [-0.03, 0.00, 0.03], [0.19, -0.05, -0.11], [-0.15, 0.20, -0.02], [0.11, -0.03, 0.02], [0.08, -0.08, 0.00], [0.09, -0.07, 0.08], [-0.15, 0.10, -0.08], [0.04, -0.04, 0.09], [-0.07, -0.07, 0.08], [-0.40, -0.24, 0.05], [-0.14, 0.11, -0.62], [0.44, 0.12, 0.49], [0.50, 0.35, -0.09], [-0.30, -0.15, -0.16], [-0.16, -0.19, 0.27]]
}

---

Entry 4:
{
  "formula": "C12H22N3",
  "method": "the ωB97M-V functional and the def2-TZVPD basis",
  "spin_multiplicity": 1,
  "charge": 1,
  "e_lumo_ev": [-3.9, -3.9],
  "e_tot_ha": -634.2845,
  "homo_ha": [-0.4156, -0.4156],
  "symbols": ["C", "C", "C", "C", "C", "C", "C", "C", "C", "C", "C", "C", "N", "N", "N", "H", "H", "H", "H", "H", "H", "H", "H", "H", "H", "H", "H", "H", "H", "H", "H", "H", "H", "H", "H", "H", "H"],
  "xyz": [[1.696213, 2.913810, -1.659838], [-3.114883, 3.137099, 1.025699], [-2.836735, 2.603045, -0.465572], [-1.968170, 2.548794, 1.858520], [-0.251595, 0.747662, 1.225594], [0.323524, 0.021245, -0.090452], [-0.736964, -2.053000, -0.081555], [-1.787268, 1.625569, -0.410291], [2.241421, -1.454527, -1.729187], [2.554676, -1.701705, 0.765523], [1.634012, -3.592892, -0.664340], [1.625699, -2.019488, -0.430358], [1.238671, 2.724113, -0.628493], [-1.382110, 1.573290, 0.834003], [0.352650, -1.379536, -0.124450], [1.945288, 3.206410, -2.673241], [-3.087034, 4.272891, 1.033460], [-4.047834, 2.816919, 1.548332], [-3.738691, 2.148308, -0.985101], [-2.527504, 3.260474, -1.238579], [-1.116083, 3.232225, 2.134065], [-2.377220, 2.175109, 2.680226], [-0.393292, -0.014288, 2.013751], [0.527054, 1.428353, 1.727942], [-0.409367, 0.485852, -0.891607], [1.337074, 0.469311, -0.381963], [-0.701762, -3.236425, 0.059709], [-1.697835, -1.551743, 0.158231], [2.825634, -2.172321, -2.226164], [1.443448, -1.200080, -2.488461], [2.875296, -0.532714, -1.401653], [3.620671, -1.975308, 0.586594], [2.153010, -2.301327, 1.521086], [2.582896, -0.645410, 1.222852], [2.601789, -4.130848, -0.691714], [1.124599, -4.033840, 0.259019], [1.112989, -3.938608, -1.557146]],
  "forces_ev_per_angstrom": [[-0.38, 0.60, -0.74], [0.21, 1.72, -0.55], [-2.94, -0.42, 0.67], [2.56, 2.10, -4.81], [2.54, -0.47, -0.07], [0.80, 4.54, -0.33], [-0.58, -2.54, 2.01], [0.49, -0.78, 1.30], [-1.04, 3.19, 0.56], [0.90, 1.34, -0.03], [-1.57, -0.21, 2.44], [3.39, -1.26, -1.02], [0.32, 0.02, 0.11], [-0.24, -0.65, 0.68], [-1.59, -1.99, -0.92], [0.18, -0.28, 0.53], [-0.17, -1.40, 0.06], [0.40, 0.21, -1.15], [0.78, 0.34, 0.87], [0.27, 1.55, -0.32], [-0.95, -0.43, -0.31], [-1.12, -2.42, 3.54], [-0.85, 0.26, -0.35], [-0.87, -0.82, -1.13], [0.74, -0.97, 1.02], [-1.59, -1.06, 0.82], [-0.04, 2.89, -0.92], [0.81, -0.14, -0.50], [1.09, -0.89, -0.24], [0.79, 0.14, 0.88], [-1.07, -1.49, -1.29], [-0.94, 0.01, -0.09], [-0.14, -1.08, 1.68], [-0.34, -1.31, -1.29], [-0.09, 1.21, 0.10], [0.53, 0.12, -1.25], [-0.29, 0.38, 0.01]]
}